A 13-piece molecular cluster, C50H58Br14N6O12 overall, computed with wB97M-V/def2-TZVPD.

Last column: Löwdin charge in e.
Positions of all 140 atoms, in Å:
Br: 8.98 23.31 1.78  0.5745
C: 9.63 23.56 3.63  -0.6875
C: 8.68 24.37 4.50  -0.6504
Br: 9.39 24.44 6.37  0.5634
H: 10.57 24.10 3.49  0.0462
H: 9.80 22.54 4.00  0.0482
H: 7.66 23.99 4.42  0.0575
H: 8.66 25.42 4.20  0.0477
Br: 0.05 15.42 4.47  0.5202
C: -0.36 16.42 6.20  -0.6454
C: -1.64 15.91 6.91  -0.6313
Br: -1.51 16.51 8.81  0.5757
H: -0.44 17.49 5.98  0.0516
H: 0.45 16.33 6.92  0.0293
H: -1.55 14.82 6.94  0.0416
H: -2.59 16.27 6.49  0.0578
Br: -5.43 23.47 11.78  0.5738
C: -6.54 21.83 11.73  -0.6861
C: -8.02 22.21 11.67  -0.6750
Br: -8.42 22.70 9.80  0.5762
H: -6.44 21.28 12.67  0.0560
H: -6.20 21.17 10.93  0.0496
H: -8.19 23.07 12.33  0.0437
H: -8.66 21.41 12.04  0.0616
Br: 2.50 13.08 12.73  0.5955
C: 3.73 13.08 11.21  -0.6713
C: 3.09 12.24 10.05  -0.6297
Br: 4.04 12.60 8.28  0.5192
H: 4.66 12.60 11.50  0.0575
H: 3.80 14.12 10.89  0.0419
H: 2.05 12.47 9.84  0.0357
H: 3.19 11.19 10.31  0.0514
Br: 9.48 13.63 20.45  0.5579
C: 8.08 14.54 19.32  -0.6487
C: 8.88 15.57 18.49  -0.6925
Br: 7.65 16.25 17.10  0.5841
H: 7.46 15.12 20.00  0.0495
H: 7.47 13.80 18.80  0.0540
H: 9.65 14.94 18.04  0.0361
H: 9.20 16.36 19.17  0.0593
Br: 1.66 21.82 -1.11  0.5874
C: 0.56 20.37 -1.83  -0.6460
C: 1.46 19.11 -1.65  -0.6943
Br: 2.92 19.04 -2.99  0.5638
H: 0.40 20.57 -2.89  0.0470
H: -0.34 20.34 -1.23  0.0562
H: 0.93 18.18 -1.84  0.0433
H: 1.84 19.09 -0.63  0.0427
Br: -6.80 27.19 4.92  0.5824
C: -5.68 25.78 4.07  -0.6434
C: -4.49 25.58 5.11  -0.6522
Br: -3.15 24.31 4.26  0.5253
H: -5.26 26.15 3.14  0.0473
H: -6.23 24.84 4.04  0.0533
H: -4.92 25.22 6.04  0.0466
H: -4.00 26.51 5.39  0.0410
C: 10.79 26.34 14.69  -0.0791
C: 9.59 27.04 14.46  -0.0594
C: 9.58 28.44 14.51  -0.0120
C: 10.80 29.14 14.72  -0.0739
C: 11.97 28.35 14.95  -0.0123
C: 11.96 26.99 14.91  -0.0984
N: 10.91 30.67 14.80  -0.3629
O: 11.97 31.27 14.99  0.0619
O: 9.90 31.27 14.72  0.0880
H: 10.84 25.28 14.48  0.1068
H: 8.67 26.56 14.16  0.1028
H: 8.69 28.89 14.10  0.1112
H: 12.86 28.90 15.20  0.1130
H: 12.80 26.33 15.10  0.1145
C: 9.12 14.91 0.56  -0.0920
C: 10.28 15.66 0.34  -0.0555
C: 11.46 15.01 0.07  -0.0195
C: 11.47 13.62 0.18  -0.1322
C: 10.30 12.93 0.55  0.0080
C: 9.09 13.57 0.74  -0.0792
N: 12.78 12.98 0.01  -0.3552
O: 12.83 11.77 -0.31  0.0547
O: 13.72 13.65 0.31  0.0984
H: 8.16 15.40 0.64  0.1078
H: 10.25 16.71 0.09  0.1089
H: 12.30 15.52 -0.37  0.1235
H: 10.23 11.85 0.64  0.1169
H: 8.14 13.11 0.99  0.1155
C: 14.72 19.16 12.14  -0.0589
C: 14.65 18.29 13.24  -0.0806
C: 13.80 17.25 13.20  -0.0322
C: 12.93 17.00 12.08  -0.0741
C: 12.96 17.95 10.99  0.0103
C: 13.91 18.97 11.03  -0.0860
N: 12.12 15.73 12.05  -0.3508
O: 12.30 14.91 12.96  0.0492
O: 11.33 15.47 11.17  0.0779
H: 15.43 19.96 12.04  0.1032
H: 15.30 18.29 14.10  0.1108
H: 13.83 16.53 14.01  0.1139
H: 12.31 17.87 10.13  0.1109
H: 13.97 19.51 10.09  0.1065
C: 1.86 25.07 17.62  -0.1045
C: 0.57 24.64 17.70  -0.0603
C: 0.35 23.30 17.99  -0.0111
C: 1.43 22.51 18.31  -0.1260
C: 2.78 23.00 18.28  0.0218
C: 2.96 24.33 17.96  -0.0763
N: 1.24 21.04 18.45  -0.2942
O: 0.05 20.59 18.30  0.0264
O: 2.17 20.30 18.81  0.0562
H: 2.01 26.09 17.31  0.1091
H: -0.20 25.31 17.35  0.1136
H: -0.67 22.96 18.00  0.1218
H: 3.61 22.30 18.30  0.1134
H: 3.93 24.81 17.91  0.1103
C: 2.78 22.22 10.75  -0.0741
C: 2.43 22.49 9.44  -0.0667
C: 3.09 21.83 8.41  -0.0047
C: 4.13 20.94 8.69  -0.1393
C: 4.54 20.78 9.97  -0.0229
C: 3.87 21.38 11.03  -0.0575
N: 4.75 20.21 7.53  -0.3371
O: 5.84 19.65 7.75  0.0511
O: 4.19 20.28 6.48  0.0987
H: 2.36 22.78 11.57  0.1052
H: 1.71 23.27 9.25  0.1085
H: 2.98 22.04 7.36  0.1147
H: 5.41 20.16 10.16  0.1184
H: 4.14 21.22 12.06  0.1062
C: 4.11 32.39 11.49  -0.0738
C: 3.73 31.76 10.28  -0.0527
C: 2.47 31.16 10.27  0.0045
C: 1.68 31.17 11.46  -0.1486
C: 2.12 31.61 12.68  0.0014
C: 3.35 32.31 12.64  -0.0611
N: 0.36 30.51 11.38  -0.3050
O: -0.35 30.49 12.44  0.0301
O: -0.03 30.03 10.31  0.0617
H: 5.01 32.99 11.49  0.1037
H: 4.28 31.85 9.35  0.1054
H: 2.03 30.67 9.41  0.1102
H: 1.56 31.44 13.58  0.1195
H: 3.66 32.82 13.54  0.1046

The highest occupied orbital energy is -9.983 eV. The orbital gap comes out at 0.33402 Eh. The calculation puts the LUMO energy at -0.9 eV.

C50H58ClN2STeW as an isolated structure, computed with wB97M-V/def2-TZVPD.

Last column: Löwdin charge in e.
Positions of all 114 atoms, in Å:
W: 0.07 0.39 1.16  1.1252
C: 2.50 2.89 0.75  -0.1764
C: 1.67 2.33 1.74  -0.2999
C: 1.96 0.81 1.82  -0.5677
C: 2.71 0.59 0.55  -0.2571
C: 3.17 1.81 0.05  -0.1862
C: 4.24 1.95 -1.03  -0.0465
C: 3.32 -0.71 0.04  -0.0471
C: 2.77 0.37 3.07  -0.0649
C: 1.08 3.17 2.84  -0.1057
C: 2.65 4.37 0.47  -0.0295
H: 5.26 2.25 -0.69  0.0863
H: 3.98 2.74 -1.76  0.0677
H: 4.40 1.01 -1.57  0.0583
H: 4.41 -0.65 0.02  0.0879
H: 2.96 -0.91 -0.97  0.0601
H: 3.06 -1.52 0.73  0.0672
H: 2.77 -0.74 3.14  0.0743
H: 2.32 0.73 4.01  0.0441
H: 3.83 0.71 2.99  0.0945
H: 1.81 3.99 3.06  0.0850
H: 0.93 2.58 3.76  0.0331
H: 0.13 3.66 2.57  0.0530
H: 3.71 4.73 0.69  0.0989
H: 1.95 4.96 1.07  0.0627
H: 2.49 4.59 -0.59  0.0684
C: 0.72 -4.08 -1.72  -0.0485
C: 1.41 -3.40 -0.54  -0.3720
C: 2.84 -3.95 -0.46  -0.1052
C: 0.64 -3.52 0.78  -0.1256
C: 0.88 -4.62 1.60  -0.0601
C: 0.15 -4.84 2.75  -0.0820
C: -0.92 -4.00 3.05  -0.0454
C: -1.30 -2.92 2.21  -0.1689
C: -2.70 -2.41 2.52  -0.3943
C: -2.90 -2.07 4.04  -0.2122
C: -3.35 -1.43 1.56  -0.0873
C: -0.39 -2.61 1.14  -0.1588
N: -0.50 -1.35 0.41  -0.1373
C: -1.17 -1.24 -0.80  -0.2132
C: -1.19 0.03 -1.49  -0.2092
N: -0.45 1.11 -1.07  -0.0173
C: -0.15 2.11 -2.05  -0.1343
C: 0.69 1.85 -3.22  -0.1168
C: 0.94 2.86 -4.17  -0.0653
C: 0.64 4.17 -3.90  -0.1083
C: -0.12 4.44 -2.81  -0.0796
C: -0.68 3.46 -2.00  -0.1343
C: -1.81 3.96 -1.13  -0.3753
C: -1.29 4.51 0.22  -0.1167
C: -3.17 3.24 -1.13  -0.1024
C: 1.38 0.50 -3.41  -0.3384
C: 0.76 -0.45 -4.47  -0.0533
C: 2.77 0.79 -3.99  -0.1080
C: -2.17 -0.10 -2.55  -0.1295
C: -2.62 0.82 -3.46  -0.0039
C: -3.64 0.40 -4.34  -0.0759
C: -4.13 -0.89 -4.33  -0.0233
C: -3.62 -1.88 -3.42  -0.1577
C: -4.07 -3.20 -3.16  -0.0394
C: -3.48 -3.97 -2.16  -0.0890
C: -2.53 -3.44 -1.30  -0.0365
C: -2.13 -2.10 -1.46  -0.1277
C: -2.64 -1.40 -2.57  -0.1232
H: 1.50 -4.29 -2.45  0.0737
H: -0.07 -3.42 -2.12  0.0669
H: 0.27 -5.04 -1.51  0.0791
H: 1.49 -2.32 -0.78  0.0953
H: 2.84 -5.04 -0.59  0.0812
H: 3.38 -3.71 0.46  0.0764
H: 3.40 -3.48 -1.26  0.0732
H: 1.63 -5.34 1.30  0.0987
H: 0.43 -5.65 3.40  0.0926
H: -1.53 -4.15 3.95  0.1125
H: -3.32 -3.36 2.46  0.1421
H: -3.27 -1.04 4.22  0.0278
H: -2.00 -2.15 4.67  0.0154
H: -3.68 -2.76 4.40  0.0691
H: -2.83 -0.49 1.38  -0.0246
H: -4.36 -1.22 1.94  0.0907
H: -3.47 -1.93 0.60  0.0602
H: 1.35 2.58 -5.17  0.1149
H: 1.06 4.93 -4.54  0.0962
H: -0.38 5.48 -2.59  0.1168
H: -2.11 4.89 -1.61  0.1080
H: -0.59 3.85 0.75  -0.0056
H: -2.11 4.76 0.91  0.0730
H: -0.73 5.45 0.06  0.0740
H: -3.16 2.16 -0.87  0.0354
H: -3.64 3.27 -2.12  0.0655
H: -3.86 3.72 -0.45  0.0720
H: 1.46 -0.05 -2.46  0.1192
H: 0.63 0.07 -5.42  0.0732
H: -0.19 -0.88 -4.21  0.0604
H: 1.47 -1.26 -4.73  0.0796
H: 2.75 1.08 -5.05  0.0708
H: 3.40 -0.14 -3.94  0.0890
H: 3.30 1.57 -3.44  0.0475
H: -2.26 1.87 -3.56  0.1215
H: -4.10 1.12 -5.02  0.0996
H: -4.90 -1.17 -5.05  0.0996
H: -4.89 -3.63 -3.70  0.0886
H: -3.79 -5.00 -2.05  0.0953
H: -2.11 -4.08 -0.50  0.1171
Cl: -1.88 1.75 1.42  0.1287
Te: -0.78 0.12 3.74  1.0448
C: 0.19 -0.01 5.71  -0.8702
C: 0.11 1.08 6.56  -0.2669
C: 0.59 0.74 7.87  -0.2244
C: 1.07 -0.53 7.96  -0.5016
S: 0.93 -1.39 6.51  0.9070
H: -0.34 2.04 6.35  0.0847
H: 0.67 1.45 8.69  0.0900
H: 1.58 -0.97 8.81  0.0567

As for the relative energy (zero: lowest compared OMol25 entry of this formula, charge and spin): 21.90 kJ/mol. The highest occupied orbital energy (spin up / spin down) is -3.402 / -3.527 eV. The orbital gap (spin up / spin down) comes out at 0.20696 / 0.20864 Eh. Its net charge is -1. As for the spin multiplicity: 3. The calculation puts the LUMO energy (spin up / spin down) at 2.2 / 2.2 eV.

C50H62ClGeN4P2S3Ti as an isolated structure, computed with wB97M-V/def2-TZVPD.

Last column: Löwdin charge in e.
Positions of all 124 atoms, in Å:
Ti: 0.35 -1.10 0.21  0.2913
C: -4.82 3.38 2.31  -0.4176
S: -3.85 4.87 2.03  0.7970
C: -3.28 4.60 0.32  -0.4853
C: -1.81 4.23 0.20  -0.2437
C: -1.46 2.96 0.99  -0.3034
N: -0.44 2.13 0.36  -0.4024
P: 0.64 1.06 1.33  0.7984
C: 1.84 2.24 2.06  -0.2832
C: 1.76 3.61 1.81  -0.0854
C: 2.69 4.49 2.35  -0.0977
C: 3.73 4.01 3.15  -0.1154
C: 3.81 2.65 3.41  -0.0929
C: 2.88 1.78 2.87  -0.0959
C: -0.39 1.06 3.21  -0.2517
C: -1.54 1.62 3.79  -0.1270
C: -2.03 1.23 5.03  -0.1157
C: -1.38 0.26 5.78  -0.1266
C: -0.22 -0.31 5.25  -0.1023
C: 0.24 0.09 4.00  -0.1689
P: -0.74 1.36 -1.14  1.0168
C: -2.53 1.72 -1.48  -0.3408
C: -3.45 1.00 -0.70  -0.1183
C: -4.81 1.07 -0.95  -0.0802
C: -5.29 1.85 -1.99  -0.1018
C: -4.40 2.55 -2.78  -0.0966
C: -3.03 2.49 -2.53  -0.1011
C: 0.09 2.48 -2.37  -0.3466
C: 0.82 3.59 -1.98  -0.0864
C: 1.47 4.38 -2.91  -0.0760
C: 1.41 4.07 -4.27  -0.1055
C: 0.70 2.95 -4.67  -0.1010
C: 0.06 2.16 -3.73  -0.1333
H: -5.20 3.43 3.33  0.0270
H: -4.22 2.48 2.21  0.0190
H: -5.67 3.33 1.62  0.0302
H: -3.50 5.51 -0.24  0.0659
H: -3.90 3.80 -0.10  0.0574
H: -1.19 5.07 0.54  0.1066
H: -1.59 4.10 -0.86  0.0780
H: -2.37 2.39 1.18  0.0748
H: -1.08 3.25 1.96  0.0836
H: 0.96 4.00 1.20  0.0713
H: 2.61 5.55 2.15  0.0926
H: 4.45 4.70 3.57  0.0880
H: 4.60 2.26 4.04  0.0975
H: 2.95 0.72 3.08  0.0725
H: -2.11 2.40 3.28  0.0475
H: -2.94 1.69 5.42  0.0861
H: -1.76 -0.06 6.74  0.0844
H: 0.30 -1.08 5.80  0.0920
H: 1.10 -0.44 3.59  0.0544
H: -3.08 0.35 0.10  0.0426
H: -5.49 0.50 -0.32  0.1085
H: -6.36 1.90 -2.19  0.0949
H: -4.76 3.17 -3.60  0.0951
H: -2.35 3.07 -3.15  0.0960
H: 0.90 3.81 -0.92  0.0842
H: 2.04 5.25 -2.58  0.1006
H: 1.92 4.69 -4.99  0.0928
H: 0.65 2.69 -5.72  0.0933
H: -0.50 1.30 -4.07  0.0779
S: -1.66 -1.34 1.55  0.6408
C: -1.82 -3.04 2.02  -0.6461
C: -2.61 -3.32 3.15  -0.1406
C: -2.79 -4.62 3.60  -0.1307
C: -2.18 -5.67 2.92  -0.1351
C: -1.40 -5.41 1.81  -0.1494
C: -1.20 -4.10 1.33  -0.6886
S: -0.21 -3.81 -0.09  0.5982
H: -3.05 -2.49 3.68  0.0892
H: -3.40 -4.80 4.48  0.0844
H: -2.31 -6.69 3.26  0.0831
H: -0.92 -6.22 1.28  0.0807
Cl: -5.18 -3.81 -1.67  0.6625
C: -3.95 -2.76 -2.30  -0.6320
C: -4.06 -2.23 -3.57  -0.1067
C: -3.06 -1.38 -4.01  -0.0587
C: -2.00 -1.12 -3.15  -0.1981
N: -1.89 -1.63 -1.93  0.0548
C: -2.85 -2.44 -1.51  -0.1826
H: -4.92 -2.46 -4.18  0.1036
H: -3.10 -0.92 -4.99  0.1003
H: -1.21 -0.44 -3.44  0.0634
H: -2.75 -2.83 -0.50  0.0528
C: 1.71 0.63 -0.19  -0.4490
H: 2.67 0.25 0.15  -0.0469
H: 1.88 1.41 -0.93  -0.0246
C: 1.83 -3.54 -4.16  -0.0562
C: 0.84 -3.05 -3.07  -0.1681
N: 1.46 -1.99 -2.28  -0.1462
C: 2.59 -2.53 -1.52  -0.2073
C: 3.58 -3.25 -2.46  -0.0629
N: 3.17 -2.91 -3.87  -0.0950
C: 3.09 -1.41 -4.03  -0.0508
C: 1.92 -0.91 -3.14  -0.1410
H: 1.55 -3.23 -5.17  0.1262
H: 1.98 -4.62 -4.15  0.1287
H: 0.55 -3.86 -2.40  0.0402
H: -0.06 -2.68 -3.55  0.1020
H: 2.22 -3.20 -0.75  0.0411
H: 3.07 -1.69 -1.01  0.0828
H: 3.55 -4.33 -2.36  0.1345
H: 4.61 -2.91 -2.34  0.1240
H: 3.86 -3.28 -4.52  0.1756
H: 2.95 -1.20 -5.08  0.1254
H: 4.06 -1.02 -3.71  0.1310
H: 1.09 -0.58 -3.77  0.1087
H: 2.23 -0.08 -2.50  0.0981
C: 3.91 -2.23 3.69  -0.2324
Ge: 3.56 -2.00 1.77  0.6807
C: 4.35 -3.65 0.99  -0.2251
C: 4.90 -0.69 1.17  -0.2264
C: 1.72 -1.79 1.38  -0.4582
H: 4.97 -2.43 3.85  0.0087
H: 3.33 -3.08 4.07  0.0183
H: 3.62 -1.34 4.25  0.0038
H: 5.17 -3.97 1.64  0.0095
H: 4.78 -3.45 0.01  -0.0137
H: 3.63 -4.47 0.92  0.0200
H: 5.88 -1.17 1.27  0.0128
H: 4.90 0.22 1.78  -0.0013
H: 4.77 -0.39 0.13  0.0003
H: 1.18 -2.38 2.14  -0.0281

The highest occupied orbital energy is -2.568 eV. The orbital gap comes out at 0.12633 Eh. Its net charge is -1. The calculation puts the LUMO energy at 0.9 eV.

no.,maximum force (eV/A),E (eV)
1,3.7,-1066875.750
2,2.7,-88247.568
3,1.6,-202050.500